[1]
Entry from OMol25: 2 unconnected molecules or ions with the total composition C2H3NS (the ωB97M-V functional and the def2-TZVPD basis).

Geometry as XYZ:
```
7
Properties=species:S:1:pos:R:3:forces:R:3:mulliken_charge:R:1
C -1.9541 -0.4631 -0.4176 0.4297 0.9963 1.4774 0.118
N -1.5906 -0.4191 0.6758 -0.5988 -0.6770 -0.8351 -0.438
H -2.2517 -0.1162 -1.3693 -0.2406 -0.4343 -0.6902 0.280
C 1.4269 0.3293 0.3791 -0.8998 2.3892 -0.6780 -0.166
S 2.2791 -0.8742 -0.1775 1.2184 -0.6444 -0.2787 -0.197
H 0.3886 0.0712 0.5872 0.3436 0.6885 0.6046 0.179
H 1.7017 1.4723 0.3223 -0.2524 -2.3182 0.4000 0.225
```
Forces are in eV/Å.

Its electronic energy is -530.86410 hartree. For the lowest unoccupied orbital energy, the calculation gives -0.08 eV. Its strongest force on any atom is 2.642 eV/A. Its HOMO energy is -8.6 eV. Its SMILES is C#N.C=S. The relative energy (zero: lowest compared OMol25 entry of this formula, charge and spin) comes out at 185.4 kJ/mol.

=====

[2]
Entry from OMol25: a gas-phase ion, C7H15IN (charge +1) (the ωB97M-V functional and the def2-TZVPD basis).

Geometry as XYZ:
```
24
Properties=species:S:1:pos:R:3:forces:R:3:mulliken_charge:R:1
C -0.1317 -2.8320 -0.7556 1.7401 1.8196 -0.9623 -1.177
C 0.1080 -2.0412 0.5446 -3.4129 3.5293 -2.5668 -0.923
C 0.4644 -0.4863 0.3039 0.1305 -3.0520 -2.3841 0.885
C 1.8878 -0.3338 -0.2063 -0.6812 -0.3599 1.6923 -1.399
N 0.1389 0.3986 1.3799 -0.8018 -0.3944 -0.2988 -0.143
C -0.6364 0.4248 -0.1222 -0.7893 -2.0269 2.4343 -0.171
I -2.6475 -0.2425 -0.0365 0.1501 0.1769 -0.0771 0.303
C -0.4642 1.7230 -0.6783 1.4390 3.4642 -3.1165 -0.420
C -1.1637 2.9226 -0.0395 0.2030 2.1057 -0.4829 -1.303
H -0.6627 -3.7079 -0.4937 -0.2549 -1.1130 -0.0954 0.394
H 0.8441 -2.9976 -1.2337 -0.2902 -0.7257 0.1782 0.354
H -0.6729 -2.2897 -1.5697 -0.0342 -0.1459 1.0602 0.308
H 0.8570 -2.3597 1.1488 2.0077 -1.5861 1.8554 0.597
H -0.9014 -2.0512 0.9790 0.6541 -0.0159 0.8305 0.348
H 2.1258 -0.9722 -1.0373 -0.1402 0.4050 -0.8303 0.358
H 2.4782 -0.7754 0.6038 0.2442 0.3455 0.0419 0.412
H 2.0789 0.7290 -0.2439 0.7825 0.0204 -0.7116 0.317
H -0.1170 -0.0776 2.2339 -0.4994 0.4227 0.2780 0.327
H 0.7598 1.1726 1.4111 0.5039 0.8309 0.7478 0.326
H 0.6624 1.9212 -0.8567 -1.7134 -0.0610 0.4685 0.190
H -0.8799 1.8152 -1.7347 0.5411 -1.0049 1.0389 0.292
H -2.2166 2.8780 0.1060 -1.0045 -0.8650 -0.2406 0.378
H -1.0709 3.8959 -0.6047 0.2664 -1.3646 -0.1955 0.371
H -0.8402 3.2863 0.9017 0.9595 -0.4049 1.3359 0.375
```
Forces are in eV/Å.

Its electronic energy is -627.84450 hartree. For the lowest unoccupied orbital energy, the calculation gives -3.40 eV. Its strongest force on any atom is 5.540 eV/A. Its net charge is +1. Its HOMO energy is -13.7 eV. Its SMILES is CC[C@]1(C)[NH2+][C@@]1(I)CC. The relative energy (zero: lowest compared OMol25 entry of this formula, charge and spin) comes out at 71.2 kJ/mol.

=====

[3]
Entry from OMol25: a molecular structure, C7H7NO2 (the ωB97M-V functional and the def2-TZVPD basis).

Geometry as XYZ:
```
17
Properties=species:S:1:pos:R:3:forces:R:3:mulliken_charge:R:1
O -1.7218 1.8256 -1.0884 -1.7084 -0.7309 1.2886 -0.806
H -0.8977 2.1918 -1.4238 -0.8937 0.6371 -1.1130 0.297
H -2.7996 1.1602 -1.3620 3.7750 1.0377 -0.3722 0.512
N -2.5308 -0.3820 -1.5188 3.2600 0.2611 -0.6387 -0.742
C -1.3458 -0.1670 -1.3456 -4.9656 -1.5115 1.8124 0.138
C -0.2692 -0.3458 -0.4032 0.6852 0.6248 -0.7189 0.549
C -0.3268 -0.4530 1.1099 -0.4772 0.1528 -0.0126 -0.350
C 0.3618 -1.5235 0.2985 -0.0787 -0.4519 -0.1617 -0.817
C 1.7737 -0.8893 0.2677 0.3368 -0.0969 -0.1839 -0.061
O 2.0183 -0.3190 1.5649 0.1068 -0.0457 0.0930 -0.476
C 0.8706 0.5071 1.2993 -0.0497 0.1670 0.0689 -0.114
C 1.0797 0.4070 -0.2360 -0.0460 -0.0272 -0.1069 -0.522
H -1.1959 -0.6295 1.7392 0.2431 0.0507 -0.2436 0.445
H 0.0453 -2.5634 0.2643 0.1244 0.3093 0.0991 0.427
H 2.6238 -1.4079 -0.1828 -0.2287 0.1312 0.1386 0.518
H 0.7847 1.4202 1.8929 0.0345 -0.2987 -0.1063 0.516
H 1.5298 1.1684 -0.8761 -0.1178 -0.2090 0.1571 0.486
```
Forces are in eV/Å.

Its electronic energy is -475.89518 hartree. For the lowest unoccupied orbital energy, the calculation gives 0.40 eV. Its strongest force on any atom is 5.498 eV/A. Its HOMO energy is -9.5 eV. The relative energy (zero: lowest compared OMol25 entry of this formula, charge and spin) comes out at 755.4 kJ/mol.

=====

[4]
Entry from OMol25: a single C24H28N4O2 molecule (the ωB97M-V functional and the def2-TZVPD basis).

Geometry as XYZ:
```
58
Properties=species:S:1:pos:R:3:forces:R:3:mulliken_charge:R:1
C -6.4157 -1.3343 -0.3589 0.2516 -0.1287 0.1403 -1.281
C -5.0085 -1.4710 0.2171 -0.2519 -0.0006 -0.1001 -0.512
N -4.3210 -0.1942 0.2399 0.0411 -0.1443 0.0153 0.619
C -4.6947 0.6606 1.3521 -0.0393 0.2401 -0.0553 -0.483
C -4.4834 2.1345 1.0234 -0.0706 -0.2453 0.1839 -1.233
C -2.8925 -0.2487 0.0110 0.0723 0.2542 -0.3382 -1.116
C -2.5374 0.4206 -1.3308 -0.0996 0.0534 0.3162 -0.883
N -1.1133 0.6049 -1.4821 -0.0239 -0.3073 -0.1732 0.027
C -0.4833 1.6649 -0.9127 0.1637 -0.1907 -0.2113 0.106
O -1.0798 2.5758 -0.3717 -0.1296 0.1792 0.2306 -0.674
C 1.0035 1.5979 -0.9919 0.2552 0.1778 0.0459 0.654
C 1.6750 1.0227 -2.0664 -0.1183 0.1179 0.0878 -0.616
C 3.0467 0.8790 -2.0325 0.1934 0.0900 0.1253 -0.552
C 3.7641 1.2808 -0.9082 -0.5278 0.3615 -0.1190 0.209
N 5.1280 0.9902 -0.8139 0.2418 0.0253 -0.3429 -0.049
C 5.8354 0.5003 0.2568 0.0724 0.1085 -0.1133 0.096
O 7.0489 0.5216 0.2621 0.3174 -0.0124 0.0011 -0.694
N 5.1411 -0.0263 1.3193 0.1595 -0.1005 0.4611 -0.138
C 3.7885 -0.3743 1.4505 -0.4422 -0.1495 0.3442 0.063
C 3.0970 0.0312 2.5690 0.3342 -0.1407 -0.2441 -0.274
C 1.7250 -0.2115 2.6924 -0.2107 -0.1492 -0.0581 -0.986
C 1.0443 -0.8500 1.6943 -0.0259 0.0925 0.1821 -0.811
C 1.7321 -1.3547 0.5725 0.3148 0.1165 0.0222 0.687
C 1.0640 -2.0744 -0.4401 -0.0461 -0.1211 -0.1910 -0.775
C 1.7508 -2.6181 -1.4885 -0.2721 0.0134 0.0583 -0.727
C 3.1454 -2.4891 -1.5561 0.2974 0.0804 0.0913 -0.677
C 3.8207 -1.7749 -0.6059 0.0898 -0.2406 -0.1430 -0.253
C 3.1345 -1.1614 0.4619 -0.2274 -0.1168 0.2002 0.647
C 3.1086 1.9629 0.1140 0.0826 0.1080 -0.2628 0.218
C 1.7388 2.1167 0.0686 -0.1679 -0.0516 -0.1164 -1.368
H -6.3652 -0.8682 -1.3389 -0.0133 0.0408 -0.1096 0.282
H -6.8744 -2.3154 -0.4550 -0.1373 -0.0915 0.0025 0.434
H -7.0464 -0.7219 0.2792 -0.1163 0.0629 0.0480 0.322
H -4.4441 -2.1505 -0.4260 0.0228 -0.0017 0.0819 0.374
H -5.0623 -1.9263 1.2220 0.0809 -0.0316 -0.0799 0.307
H -5.7533 0.4962 1.5607 0.0333 -0.0322 0.0588 0.433
H -4.1306 0.3996 2.2667 -0.0841 -0.0452 -0.0521 0.332
H -3.4365 2.3571 0.8358 0.1361 0.0696 -0.0429 0.185
H -4.8214 2.7480 1.8553 0.0026 0.1243 0.0801 0.437
H -5.0571 2.3985 0.1390 -0.0581 0.0543 -0.1054 0.288
H -2.3558 0.2872 0.8019 0.0318 -0.0371 -0.0010 0.414
H -2.5282 -1.2846 0.0074 -0.0155 0.0473 0.0633 0.393
H -2.9150 -0.1741 -2.1643 -0.0436 0.0553 0.0144 0.270
H -3.0009 1.4074 -1.3563 -0.0438 -0.1321 -0.0526 0.372
H -0.5595 -0.1995 -1.7321 0.0858 0.1199 0.0363 0.248
H 1.1282 0.6901 -2.9365 -0.0563 -0.0491 -0.0721 0.546
H 3.5667 0.4172 -2.8587 0.0516 -0.1070 -0.0468 0.364
H 5.6891 1.1049 -1.6465 0.0366 -0.0249 0.2014 0.274
H 5.7122 -0.1136 2.1490 0.0244 0.0100 -0.2138 0.244
H 3.6134 0.5797 3.3434 0.0795 0.1255 0.0170 0.440
H 1.2062 0.1412 3.5708 -0.0755 0.0294 0.0633 0.401
H -0.0234 -0.9978 1.7611 -0.1338 -0.0207 0.0179 0.440
H -0.0058 -2.2074 -0.3535 -0.1149 -0.0311 0.0125 0.615
H 1.2307 -3.1712 -2.2573 -0.0738 -0.0534 -0.0310 0.452
H 3.6836 -2.9637 -2.3630 0.0827 -0.0277 -0.0521 0.427
H 4.8964 -1.6948 -0.6550 0.0602 -0.0148 -0.0335 0.507
H 3.6770 2.3555 0.9428 0.0657 0.0051 0.0726 0.516
H 1.2135 2.6246 0.8626 -0.0619 0.0362 0.0860 0.465
```
Forces are in eV/Å.

Its electronic energy is -1300.91059 hartree. For the lowest unoccupied orbital energy, the calculation gives 0.13 eV. Its strongest force on any atom is 0.651 eV/A. Its HOMO energy is -8.3 eV. Its SMILES is CCN(CC)CCNC(=O)c1ccc(NC(=O)Nc2cccc3ccccc23)cc1. The relative energy (zero: lowest compared OMol25 entry of this formula, charge and spin) comes out at 96.8 kJ/mol.